# 1
Here is C11H16Cl2INO2PRh as an isolated structure in a non-equilibrium geometry from the OMol25 dataset. Energies are from wB97M-V/def2-TZVPD.

Structure (XYZ):
```
35
Properties=species:S:1:pos:R:3:lowdin_spin:R:1
C -2.9253 0.4633 0.1970 0.033
C -3.7566 -0.8060 0.1243 0.025
H -3.5382 1.3582 0.0452 -0.001
H -2.1767 0.4461 -0.5776 0.019
H -2.3872 0.5052 1.1620 0.003
O -4.5369 -1.1680 0.9874 0.316
I -3.6717 -1.8275 -1.5966 0.622
Rh 1.1547 1.2930 0.0138 1.350
P 1.2133 1.1619 -2.0776 0.062
C -0.0519 0.2616 -3.0363 0.028
C 0.7370 2.9197 -2.2395 0.031
H 3.6011 1.1302 -2.4531 0.000
H 2.6848 1.1158 -3.9953 0.000
H 2.8060 -0.3545 -2.9871 0.000
C 2.7369 0.7342 -2.9782 -0.004
H 1.3545 3.4872 -1.5326 0.003
H 0.9164 3.2394 -3.2651 0.005
H -0.0865 0.7049 -4.0458 0.004
H -1.0236 0.3347 -2.5509 0.005
H -0.3025 3.0153 -1.9595 0.007
H 0.2598 -0.7930 -3.0829 0.000
C 0.8533 -0.6191 0.2947 0.319
O 0.4145 -1.4040 -0.5359 0.285
Cl 3.3886 1.2227 0.4806 0.474
Cl -1.4348 -3.9181 3.3827 -0.013
C -0.4136 -2.5446 3.2337 -0.010
C -0.1755 -1.7062 4.3413 0.129
C 0.5934 -0.5795 4.1156 -0.013
C 1.0535 -0.2569 2.8088 0.135
N 0.6920 -1.0061 1.7450 0.058
C 0.0842 -2.2095 1.9789 0.109
H -0.6050 -1.9718 5.3012 0.006
H 0.8631 0.0697 4.9429 -0.003
H 1.7298 0.5762 2.6212 0.008
H -0.0510 -2.8746 1.1378 0.009
```

The net charge is +2. As for the spin multiplicity: 5. The HOMO energy (spin up / spin down) comes out at -12.04 / -15.23 eV. The frontier orbital gap (spin up / spin down) is 4.517 / 3.217 eV. The calculation puts the relative energy (zero: lowest compared OMol25 entry of this formula, charge and spin) at 36.3 kJ/mol. The expectation value of S² is 6.05.


# 2
Here is C11H16Cl3F3OPb as an isolated structure in a non-equilibrium geometry from the OMol25 dataset. Energies are from wB97M-V/def2-TZVPD.

Structure (XYZ):
```
35
Properties=species:S:1:pos:R:3:nbo_charge:R:1
C -0.6065 0.6996 -1.6532 -0.022
C -1.4457 -0.4197 -1.4855 0.054
C -0.6314 -1.5572 -1.2004 0.040
C -2.9192 -0.4103 -1.5757 -0.655
C 0.7258 -1.1633 -1.2835 -0.068
C 0.7573 0.2614 -1.5234 0.060
C 1.9015 1.0755 -1.4689 -0.510
C -1.0354 2.0876 -1.8808 -0.657
C -1.1246 -2.9225 -0.9180 -0.651
C 1.8881 -2.0149 -1.0372 -0.654
Pb 0.1473 0.9451 2.5541 1.146
Cl -2.2688 -0.1054 1.7144 -0.819
Cl -0.6465 3.3593 1.5697 -0.844
Cl 1.1306 -1.4938 2.2835 -0.793
H -3.3074 0.5583 -1.2303 0.241
H -3.3575 -1.1929 -0.9412 0.233
H -3.2534 -0.5675 -2.6125 0.190
H -1.9747 -2.8859 -0.2216 0.243
H -0.3329 -3.5377 -0.4672 0.229
H -1.4617 -3.4104 -1.8487 0.192
H 1.8685 -2.4338 -0.0186 0.272
H 2.8120 -1.4415 -1.1371 0.199
H 1.9334 -2.8554 -1.7536 0.186
H 2.8839 0.5960 -1.5245 0.214
H 1.9100 1.4147 0.1699 0.480
H 1.8206 2.0853 -1.8798 0.213
H -1.8644 2.3551 -1.2141 0.247
H -1.3567 2.2349 -2.9193 0.182
H -0.2161 2.7761 -1.6650 0.217
O 1.9754 1.7288 1.1498 -0.983
H 1.6745 2.6718 1.0921 0.504
F 0.7097 -0.2918 5.9951 -0.409
C 0.9746 0.8853 5.3690 0.569
F 0.3635 1.8711 6.0970 -0.424
F 2.3260 1.0982 5.4653 -0.422
```

The net charge is -2. The HOMO energy comes out at -0.10 eV. The frontier orbital gap is 4.461 eV. The calculation puts the relative energy (zero: lowest compared OMol25 entry of this formula, charge and spin) at 0.0 kJ/mol.


# 3
Here is a 2-piece molecular cluster, C11H16F5NO7 overall from the OMol25 dataset. Energies are from wB97M-V/def2-TZVPD.

Structure (XYZ):
```
40
Properties=species:S:1:pos:R:3:nbo_charge:R:1
C 1.3205 1.1262 2.9018 -0.638
C 2.3884 0.2965 2.1884 -0.068
O 2.2216 0.3390 0.7800 -0.537
C 1.9402 -0.8965 0.1598 -0.095
C 0.4975 -1.3450 0.3508 -0.101
O -0.2599 -0.9970 -0.8031 -0.526
C -1.6121 -1.3086 -0.6998 -0.072
C -2.4457 -0.5237 0.3382 0.144
C -2.3339 1.0581 0.3371 0.586
F -1.8880 1.4806 1.5389 -0.321
F -3.5443 1.5802 0.1723 -0.294
C -1.4140 1.7682 -0.6923 0.926
F -1.6494 1.3100 -1.9275 -0.313
F -1.6861 3.0743 -0.6807 -0.303
F -0.1253 1.6160 -0.3903 -0.295
C -2.4107 -1.1006 1.7735 -0.104
O -3.7722 -1.3382 2.0999 -0.483
C -4.5618 -1.0790 1.0371 0.974
O -5.7414 -1.0703 1.0486 -0.544
O -3.7896 -0.8364 -0.0631 -0.487
H 0.9416 1.8974 2.2292 0.230
H 1.7265 1.6044 3.7952 0.215
H 0.4729 0.5119 3.2215 0.192
H 3.3866 0.6795 2.4224 0.181
H 2.3514 -0.7437 2.5372 0.162
H 2.6193 -1.6714 0.5380 0.169
H 2.1313 -0.7589 -0.9037 0.238
H 0.4444 -2.4345 0.4888 0.173
H 0.0888 -0.8424 1.2388 0.166
H -2.0734 -1.1503 -1.6738 0.224
H -1.7473 -2.3688 -0.4353 0.177
H -1.9590 -0.4336 2.5026 0.223
H -1.8649 -2.0468 1.7978 0.195
C 2.8020 1.1582 -4.0625 -0.486
N 3.6971 0.0271 -3.6896 0.539
O 4.5993 -0.2650 -4.4430 -0.363
O 3.4516 -0.5275 -2.6363 -0.394
H 3.1346 1.5546 -5.0141 0.230
H 1.7923 0.7620 -4.1161 0.237
H 2.8712 1.8940 -3.2669 0.239
```

The net charge is 0. The HOMO energy comes out at -10.00 eV. As for the SMILES: CCOCCOC[C@]1(C(F)(F)C(F)(F)F)COC(=O)O1.C[N+](=O)[O-]. The frontier orbital gap is 10.166 eV.